Here is a structure of composition C31H38AuClN4O2S4 in a non-equilibrium geometry from OMol25. Energies are from the ωB97M-V functional and the def2-TZVPD basis.

```
81
Properties=species:S:1:pos:R:3:forces:R:3
H 3.71910 3.39851 -2.43687 0.088 0.020 -0.037
C 2.73449 3.67471 -2.06359 -0.125 -0.101 -0.067
H 2.44103 3.79672 -4.66432 0.056 0.038 -0.119
O 3.13805 1.32535 -3.89079 0.226 -0.012 -0.106
C 0.61778 4.45727 2.81630 0.077 0.078 0.017
C 2.93983 -3.30487 -1.74498 -0.011 -0.079 0.109
H -2.70593 1.28950 1.38397 -0.135 0.028 -0.117
C 0.03054 -1.29404 5.62230 -0.250 0.653 0.505
H 0.26996 -0.62745 -0.66672 -0.011 -0.044 -0.214
C 1.59856 1.15607 1.54943 0.088 -0.225 -0.303
H -1.06249 2.77294 0.41349 -0.021 -0.029 -0.055
C -0.93142 2.90750 3.78783 -0.235 -0.200 -0.277
Cl 2.09062 -4.88462 0.27659 0.029 -0.098 0.114
H -4.51735 -5.19893 0.92155 -0.069 -0.038 -0.028
C 0.20664 4.06885 1.54876 0.147 0.169 0.028
C 1.47411 3.62282 -4.19393 0.026 -0.259 0.183
C 2.03750 1.41960 -3.00073 -0.620 0.121 0.427
H 0.33950 4.18833 4.92226 0.001 0.028 0.090
H -1.38448 2.46110 4.65913 -0.064 0.100 0.090
N 2.36835 1.48236 0.54634 0.689 0.598 0.332
C 2.74231 -2.37545 -2.74991 -0.196 -0.134 -0.052
H -4.47239 -2.38418 -1.59553 -0.011 0.043 -0.046
H -2.79586 -4.89290 0.66471 0.101 -0.056 -0.048
H 2.20144 -0.70214 -4.64826 -0.112 -0.024 -0.046
C -4.23208 -3.33354 -1.12052 0.071 0.083 0.093
N 1.88849 0.78415 -0.49367 -0.494 -0.182 0.294
C -4.07991 -3.15490 0.39871 -0.664 -0.533 -0.100
H 2.61500 4.74729 -2.20246 -0.046 0.123 0.020
C 0.84640 0.05207 -0.07545 0.038 0.074 0.264
S 1.25499 -3.66211 5.73507 -0.044 -0.075 -0.231
H 1.38503 5.20651 2.94387 0.039 0.094 -0.058
H 2.91324 -0.23609 -1.96216 0.010 0.294 0.102
S 0.63057 -1.24446 7.27345 -0.079 0.079 -0.054
C -1.32329 2.45658 2.51614 0.509 0.923 0.011
S -0.89380 0.02341 5.12756 0.151 -0.402 -0.137
H 0.15279 4.12615 -1.83424 -0.044 0.121 0.036
H 3.56160 1.32641 -1.48751 -0.121 -0.084 -0.016
H 2.68977 3.46298 -0.99933 0.063 -0.023 0.148
H -6.17941 -3.30573 0.86395 -0.029 -0.052 -0.021
C 0.33896 -2.42462 4.88046 0.183 -0.655 -0.349
C 1.85820 -3.73997 -0.99537 -0.058 0.118 -0.132
H 0.49921 -1.15109 -4.76825 0.041 0.004 0.003
C -0.74251 3.08063 1.39981 -0.357 -0.118 0.252
H -5.64719 -1.64808 0.55450 -0.015 0.057 -0.032
H 0.38584 1.10878 -4.35044 -0.095 0.044 0.090
C 1.39194 -2.84333 7.30282 -0.307 0.270 -0.453
H -0.25112 -3.60540 -0.67468 -0.100 -0.084 0.095
H -2.97584 1.28709 3.17242 -0.225 0.049 0.031
C -5.36959 -2.59425 1.01441 0.072 0.046 0.017
H 1.72238 1.52944 2.54328 0.036 0.244 0.270
H -5.03281 -4.03709 -1.33348 -0.087 -0.083 0.049
H 2.89760 1.77978 -4.70506 0.060 -0.018 -0.038
C 2.64005 0.79172 -1.71802 0.649 -0.035 -0.797
H 0.31048 2.51525 -1.15445 -0.048 -0.024 0.150
H 3.92667 -3.68647 -1.53772 0.099 -0.059 0.047
C 0.58455 -3.26728 -1.26580 0.022 -0.063 0.039
C 0.03219 3.87777 3.93403 0.210 0.176 -0.035
N 0.64341 0.26965 1.20815 -0.073 -0.238 -0.301
C 0.30779 3.07765 -2.07974 0.143 -0.090 -0.112
C -3.01020 -2.20962 0.63094 0.465 0.425 -0.072
H -3.31152 -3.71805 -1.55492 0.060 -0.033 -0.056
H 0.64563 4.53115 0.67447 0.037 0.014 -0.048
C 0.86068 0.56606 -3.53028 0.406 -0.008 -0.174
H -0.59811 -1.98656 -2.49178 -0.141 0.084 -0.013
C 0.40018 -2.34311 -2.27924 0.193 -0.111 -0.147
O 1.93034 -3.30616 8.25926 0.245 -0.218 0.325
H 3.58928 -2.03356 -3.32879 0.064 0.050 -0.047
H 1.00856 4.59427 -4.03495 0.036 0.075 -0.014
H -3.57430 -4.33536 2.14417 0.015 -0.033 0.077
H -0.53372 2.75191 -2.68739 -0.130 -0.053 -0.043
C -2.25865 1.37420 2.36634 -0.189 -0.888 0.042
H -5.24006 -2.43414 2.08339 -0.034 0.009 0.046
S -0.08893 -2.72831 3.27418 0.051 0.176 0.085
N -2.15666 -1.45365 0.77000 -0.172 -0.249 -0.543
C 1.63320 2.92741 -2.82844 0.105 0.044 -0.021
H 0.12014 0.44799 -2.74072 -0.165 0.035 0.003
C -3.71406 -4.48175 1.07533 0.046 0.078 0.030
H 0.82835 3.07092 -4.87660 -0.021 -0.031 -0.092
Au -1.11284 -0.47916 2.60759 0.039 0.111 1.209
C 1.27769 -0.81413 -4.07814 -0.100 0.113 0.037
C 1.47553 -1.86630 -3.02175 0.014 -0.150 -0.108
```
Positions in Å, forces in eV/Å.

Calculated total energy in eV: -102374.41479
Frontier orbital gap (alpha / beta) in eV: 6.57 / 5.98
LUMO level (alpha / beta) in eV: 0.21 / -1.54
Energy above the lowest of the compared OMol25 structures with the same formula, charge and spin in kJ/mol: 11.0
Spin multiplicity: 3

Here are the Löwdin charges for atoms 1 to 4, given in e: 0.090, -0.041, 0.087, -0.003


Here is a structure of composition C31H38AuN3OP2S in a non-equilibrium geometry from OMol25. Energies are from the ωB97M-V functional and the def2-TZVPD basis.

```
77
Properties=species:S:1:pos:R:3:forces:R:3
H -3.62602 6.60679 0.66685 0.013 0.056 -0.004
H -5.82748 2.93518 0.84611 -0.111 -0.070 -0.032
C -3.62843 5.52829 0.73315 0.405 0.050 0.071
H 3.18523 -0.19865 -1.76749 -0.049 0.100 -0.048
S 1.61481 -2.54275 -2.51881 1.458 0.218 -1.218
H 3.61619 -4.43120 -1.76791 -0.057 -0.120 0.025
C -4.89524 3.47716 0.82684 -0.141 0.255 -0.011
C -2.44700 4.84617 0.81669 -0.159 0.275 0.016
C 0.46212 -3.68782 -0.15695 0.790 -1.065 -0.061
C 2.58570 -0.79284 -6.63455 0.020 0.117 -0.079
C 2.93009 -2.48450 -4.96452 0.026 -0.007 -0.067
H -4.15671 -0.75197 -0.90099 -0.092 -0.045 0.039
H -3.18975 -3.53057 1.94850 -0.046 -0.131 0.044
C -1.59252 -1.67539 3.35508 0.028 0.074 -0.109
N 1.35180 -4.33492 -0.50594 0.017 -0.499 0.362
H -0.03111 0.71912 -1.61126 0.039 0.009 0.011
H -3.60647 -3.32541 3.65186 -0.029 -0.035 0.117
N -3.71271 1.39671 0.91876 -0.136 -0.156 0.070
C -2.56258 0.77197 0.97501 -0.001 0.247 -0.375
H 3.37673 1.07904 2.67983 0.125 0.077 0.059
N -1.28805 2.76678 0.91555 0.040 0.202 0.050
C 5.06234 -0.93992 -1.03073 -0.080 0.147 -0.002
C -2.95807 -1.51507 2.68799 0.154 0.003 -0.141
H 0.35139 2.31080 -0.88197 0.121 -0.054 0.030
C -4.22936 -1.25287 0.06629 0.208 -0.101 -0.040
C 1.45926 -0.63510 -4.52645 -0.087 0.002 0.225
H 1.61897 1.05779 -1.12125 0.070 0.053 -0.127
C -3.69401 2.74378 0.88929 0.534 0.364 0.046
H 0.93014 3.49870 1.22977 0.034 0.081 -0.048
P 0.23678 0.50932 0.78213 0.670 0.688 0.004
C 2.06911 -1.80639 -4.12163 -0.290 -0.213 0.151
H -5.04079 -0.80906 0.64232 0.035 -0.070 -0.082
H -4.38501 -2.31840 -0.10171 -0.082 0.059 0.019
C -2.45385 3.44096 0.89274 -0.526 -0.285 -0.007
H 3.10315 0.44287 1.05159 0.097 -0.038 -0.049
O 0.76016 -1.51030 -1.90515 -0.580 0.718 0.307
H 0.39041 0.66223 3.62970 -0.024 -0.035 0.117
H 5.89827 -4.20656 -0.83929 0.063 -0.092 0.009
P -2.62129 -1.04335 0.90127 -1.291 -0.453 0.576
C -1.32589 1.46188 0.96196 -0.024 -0.040 0.012
H 5.45090 0.04331 -0.80593 0.046 0.063 -0.004
H 6.81611 -1.96519 -0.35730 0.055 -0.002 0.033
C -4.85537 4.84219 0.74590 -0.261 -0.302 0.009
H 3.86034 -2.49341 -6.88534 0.101 -0.058 -0.086
C 4.04133 -3.45755 -1.58513 -0.033 -0.064 -0.048
C 1.80541 2.88020 1.40235 -0.117 -0.063 -0.021
H 1.23946 0.78791 -6.10538 -0.033 0.115 -0.043
C 2.64298 0.61033 2.02570 -0.175 -0.013 -0.019
H 1.43982 2.02648 3.99565 0.099 0.063 0.093
C 3.29041 -2.32542 -1.84219 -0.291 -0.345 0.033
H -4.13025 -0.87330 4.36924 0.007 -0.044 0.150
C 3.19159 -1.96892 -6.22135 0.055 -0.116 0.006
C 3.79251 -1.06828 -1.56603 -0.143 0.126 -0.017
H -0.12095 2.30877 3.21679 -0.025 0.027 0.092
C 5.31363 -3.32521 -1.05371 0.108 0.041 -0.020
H -4.72166 -2.75678 2.40637 -0.108 -0.044 -0.049
H -4.64621 -0.14926 2.84731 -0.144 0.047 -0.013
H 2.42183 3.36158 2.16029 0.157 0.064 0.099
C 0.73128 1.63218 3.26913 -0.039 -0.088 -0.154
C -3.67143 -2.86474 2.66771 0.047 0.062 -0.139
C 0.57783 1.24408 -0.87558 -0.013 -0.195 0.071
H 2.78871 -0.39967 -7.62001 0.014 0.020 -0.074
H -1.09488 -2.57355 2.99185 0.086 -0.014 0.034
Au -0.90450 -2.34852 0.19284 -0.723 0.902 0.210
C 1.40284 1.49979 1.90287 -0.120 -0.236 -0.024
C 1.72154 -0.12304 -5.78594 0.036 -0.034 -0.056
C -3.77995 -0.46330 3.42412 0.049 -0.061 -0.183
H -1.70066 -1.74057 4.43704 -0.047 -0.017 0.113
H -5.77207 5.41161 0.69047 -0.079 -0.023 0.002
H 0.77985 -0.14493 -3.84644 -0.089 0.067 0.069
H 2.37920 -0.36133 2.44235 0.048 -0.093 0.017
H 2.38704 2.81847 0.48690 0.082 0.031 -0.141
H -1.49350 5.35009 0.82744 0.110 0.070 -0.037
H 3.39018 -3.40439 -4.63531 0.093 -0.133 -0.010
H -3.17521 0.41834 3.62971 -0.012 0.109 0.071
C 5.82564 -2.06728 -0.77728 0.048 -0.115 0.029
H -0.95408 -0.82319 3.11818 0.068 -0.032 0.147
```
Positions in Å, forces in eV/Å.

Calculated total energy in eV: -72386.86612
Frontier orbital gap in eV: 7.20
LUMO level in eV: -0.86
Spin multiplicity: 1

Here are the Löwdin charges for atoms 1 to 4, given in e: 0.106, 0.113, -0.071, 0.094


Here is a structure of composition C31H38B2F4MgN6O4PS from OMol25. Energies are from the ωB97M-V functional and the def2-TZVPD basis.

```
88
Properties=species:S:1:pos:R:3:forces:R:3
H 2.04102 5.94923 2.27341 -0.024 0.004 -0.008
C -3.05684 -1.10592 -1.01413 0.095 0.049 -0.092
H -4.34896 -2.58499 -1.84865 -0.009 0.007 0.004
H 2.98599 2.92656 5.67059 -0.004 -0.005 -0.009
C -2.35169 -4.06099 0.21314 -0.035 -0.015 0.032
C 2.50989 2.09957 5.14019 0.030 -0.029 0.009
H 2.33547 -2.44034 2.98462 -0.005 0.006 0.003
H 4.23650 5.12133 3.30404 -0.001 0.006 -0.010
O 2.87076 0.18013 -2.04898 -0.174 0.028 0.058
C 2.90777 -2.53379 2.06498 0.038 0.015 0.013
C -3.02346 0.18796 -0.47615 0.339 0.054 0.062
C -2.25642 -3.70578 -3.58425 -0.018 -0.023 -0.031
H -2.85889 -4.99262 -5.18795 0.001 0.004 0.002
N 2.60410 4.21885 1.25005 -0.008 -0.164 -0.005
H -0.78295 -6.90143 1.17905 -0.003 0.004 -0.007
C -5.37765 0.47182 -0.84301 0.026 0.034 0.018
H -1.34863 2.04768 2.21648 0.020 0.019 0.040
H 3.03803 3.88680 0.40251 -0.032 0.045 -0.015
C -1.37217 -3.53758 -0.61955 -0.064 0.049 0.042
C 1.34317 2.57933 4.29532 -0.029 0.079 -0.046
H 4.34616 6.78319 2.71395 -0.008 -0.006 -0.008
H -6.26753 1.08355 -0.78348 0.007 -0.004 0.005
N -1.85213 0.75025 0.10754 0.025 0.068 0.065
H -6.39806 -1.24030 -1.62772 0.012 -0.004 -0.020
H -2.20527 3.39466 1.45583 0.006 -0.024 0.000
C -0.74763 2.52776 -1.07809 -0.261 -0.223 -0.066
P -1.51012 -1.96246 -1.50150 -0.235 -0.160 -0.030
C -0.17250 -4.22919 -0.80033 0.003 -0.007 0.005
H -4.11140 1.95431 0.06006 -0.006 -0.023 0.018
C 0.03603 -5.44088 -0.16336 -0.061 0.000 0.012
F 2.25835 1.01991 -4.12256 -0.014 0.017 -0.022
H -1.05486 4.17293 -2.37705 0.023 -0.002 -0.001
N 1.75788 3.54758 3.27668 -0.002 -0.188 -0.008
H -1.54580 -0.40469 -3.90729 0.005 0.005 0.000
C -2.54394 -2.97994 -5.85974 0.003 0.006 0.009
C -1.89458 -2.41346 -3.21728 0.038 -0.004 -0.017
H 3.92806 -2.18939 2.22674 -0.011 0.002 0.001
C -0.94728 -5.95949 0.67227 0.023 0.009 -0.017
F -2.17016 -1.68146 1.99192 -0.018 -0.030 -0.016
H -0.93439 4.60786 -0.66625 -0.009 0.004 -0.025
H -2.79385 -3.20217 -6.88894 0.003 0.004 0.007
H 3.25399 1.61292 4.50886 -0.003 0.003 0.006
C -1.40960 2.03627 0.10756 0.171 -0.112 -0.206
B -1.05314 -0.90364 2.08823 0.146 0.018 -0.034
H 4.68755 -2.54144 -0.18600 0.012 0.009 -0.007
H 5.05933 -0.87020 0.24171 -0.009 -0.002 0.000
B 1.77227 0.61406 -2.94111 0.164 -0.075 0.085
H 5.03257 5.45881 1.76924 -0.003 -0.002 0.003
C 2.24155 -1.76055 0.98382 0.163 0.190 -0.229
H 0.58522 3.06715 4.91016 0.017 -0.008 0.012
C 2.87704 5.58902 1.66996 -0.015 -0.049 -0.016
C -4.29461 -1.59612 -1.40900 -0.044 -0.008 -0.084
C -5.44833 -0.82700 -1.31666 0.021 -0.037 0.004
H 2.94477 -3.59304 1.79567 0.012 0.019 0.002
Mg 0.32427 -0.38881 -0.74316 -0.130 -0.389 -0.020
C 3.01949 -1.21795 -0.22112 -0.157 -0.034 0.280
H -2.28328 -4.49646 -2.84465 0.000 0.004 0.001
O -0.93142 -0.01657 0.78588 -0.386 -0.040 0.330
H 0.52044 4.14710 -1.59308 0.002 -0.004 0.012
H -2.13756 -0.90589 -6.24317 -0.001 -0.003 0.004
C -1.84859 -1.40773 -4.18230 -0.033 -0.005 -0.024
O 0.21864 -1.69110 2.03839 -0.082 0.061 -0.043
C -2.58024 -3.98587 -4.90584 0.012 0.019 0.021
C 2.17434 3.20998 2.04502 0.090 0.138 0.108
N -0.03670 1.53652 -1.57086 0.083 0.295 0.050
N 1.01493 -1.41526 0.97608 0.046 -0.080 -0.071
O 0.91387 1.84957 -2.40825 0.086 -0.032 -0.076
C 4.46301 -1.50163 -0.42195 0.035 -0.038 0.069
H 4.74446 -1.28064 -1.44803 0.005 0.004 -0.006
C -2.13565 -5.27072 0.86033 0.008 0.019 -0.018
H 2.16464 1.37852 5.88161 0.000 0.013 -0.006
H -3.27184 -3.51692 0.38207 0.014 -0.015 0.009
C -2.17829 -1.68894 -5.49767 0.001 -0.027 0.019
H -0.43254 3.38760 1.45538 0.052 0.038 0.000
H 0.87562 1.74297 3.78110 -0.030 -0.001 -0.007
C -4.16514 0.97333 -0.39548 -0.149 0.025 0.002
H -2.89680 -5.67104 1.51658 0.001 0.005 -0.001
H 0.96028 -5.98198 -0.31817 0.004 0.006 0.007
S 2.14656 1.62130 1.46361 -0.058 0.161 -0.075
C -1.31240 2.75480 1.38870 0.076 0.009 0.155
C 4.19942 5.74658 2.41018 0.014 -0.006 0.015
C -0.54023 3.95163 -1.43957 -0.021 0.029 0.018
F 0.80748 -0.42794 -2.98113 0.067 0.124 0.039
H 2.86936 6.20038 0.76863 0.032 0.012 -0.007
H 1.98086 4.47162 3.60919 -0.038 0.025 0.006
F -1.08910 -0.05624 3.16718 0.050 0.000 -0.042
N 2.32559 -0.45468 -0.96732 0.110 0.122 -0.237
H 0.59593 -3.82612 -1.45375 -0.006 0.011 0.005
```
Positions in Å, forces in eV/Å.

Calculated total energy in eV: -87688.20076
Frontier orbital gap in eV: 5.96
Total charge: +1
LUMO level in eV: -4.76
Spin multiplicity: 1

Here are the Löwdin charges for atoms 1 to 4, given in e: 0.110, -0.245, 0.119, 0.075